# C27H34BBr2ClF2INO8S3

A structure of composition C27H34BBr2ClF2INO8S3 (ωB97M-V/def2-TZVPD, the Open Molecules 2025 dataset).

The frontier orbital gap comes out at 8.67 eV. Its multiplicity is 1. The HOMO energy is -8.84 eV. The value obtained for the total energy is -9030.9835 Ha.

Structure (XYZ):
```
80
Properties=species:S:1:pos:R:3:forces:R:3
C 4.88746 -3.93854 2.22594 -0.4 -0.1 0.2
C 5.18936 -2.49322 1.83317 0.2 -1.1 -0.6
O 4.55656 -1.58580 2.69769 0.1 0.2 0.1
C 5.11848 -0.27724 2.60575 -0.4 -0.5 -0.5
C 4.85333 0.33170 1.21049 0.7 -0.8 0.3
O 4.54604 1.69972 1.28954 -0.5 -0.1 0.0
C 3.74025 2.16348 0.20371 0.6 0.3 -0.1
C 2.31424 1.65281 0.23174 0.1 -0.1 0.1
C 1.54087 1.95115 1.34571 1.1 0.5 1.1
B 2.05436 2.84632 2.57443 0.0 0.8 0.2
C 1.61550 4.36810 2.67889 0.1 -0.3 -1.1
O 2.88661 2.38269 3.53432 -0.4 -0.4 0.1
C 0.26674 1.48263 1.42591 -0.9 0.3 0.6
Cl -0.65236 1.86701 2.86032 0.1 0.0 -0.1
C -0.32343 0.72837 0.43719 -0.8 0.6 0.9
C 0.43490 0.46824 -0.66706 -1.0 -0.8 -1.1
C 1.72862 0.92051 -0.78970 1.4 0.1 -1.0
C 2.49730 0.61054 -2.06931 -0.2 -0.4 0.0
F 2.96849 1.80778 -2.61765 0.2 0.0 0.0
C 3.61585 -0.42146 -1.92435 -0.2 0.2 -0.5
C 4.02504 -1.03136 -3.27186 0.4 0.4 0.4
S -0.23983 -0.51235 -1.97773 0.0 -0.2 0.3
C -1.98947 -0.37882 -1.71288 2.1 0.1 0.0
C -2.79398 -0.65491 -2.79702 -0.2 -0.5 -0.8
C -2.14604 -0.99607 -4.12175 -0.6 0.6 -0.3
Br -2.54640 -2.84379 -4.68254 0.2 0.2 0.1
C -2.44335 0.01906 -5.24681 1.5 -0.8 -0.7
C -1.38782 -0.20605 -6.36617 -1.0 -0.4 0.0
C -4.15576 -0.59616 -2.59128 -1.5 -0.2 -0.7
I -5.57050 -1.04282 -4.12310 0.5 0.1 0.1
C -4.69079 -0.24611 -1.35353 0.2 -0.3 -0.7
Br -6.56947 -0.19317 -1.09982 0.2 0.1 0.2
C -3.83735 0.04178 -0.31446 -0.9 0.7 1.8
C -4.43471 0.42537 1.03801 0.4 -0.4 0.2
C -5.06813 -0.77931 1.79734 -0.8 0.6 0.3
C -6.51854 -0.46082 2.23720 -0.1 -0.1 -0.1
S -6.60380 0.00778 3.97162 0.5 -0.2 0.7
O -5.37940 0.60244 4.40178 0.4 0.6 -0.6
O -7.05929 -1.09662 4.73849 -0.8 -0.3 0.0
O -7.73925 1.14736 4.03315 0.0 -0.5 -0.5
C -2.46437 -0.02324 -0.48301 -1.0 0.4 0.5
N -1.66773 0.25888 0.68557 1.6 -1.7 -0.6
S -1.60468 -1.18272 1.66893 -1.4 -0.1 -0.6
O -2.14742 -0.90490 2.93508 0.5 0.4 0.8
O -2.16021 -2.25195 0.92920 0.2 -0.4 -0.5
F -0.08141 -1.46207 1.80003 0.0 0.3 0.1
H 3.95786 -4.27866 1.76242 0.0 0.0 0.1
H 4.76867 -4.05384 3.30590 0.1 0.2 -0.1
H 5.67790 -4.61893 1.90255 0.0 0.2 -0.1
H 4.83759 -2.38276 0.79384 0.1 0.3 0.1
H 6.28373 -2.37599 1.78826 -0.1 0.4 0.3
H 4.62316 0.31760 3.37160 0.3 0.0 0.1
H 6.19250 -0.39244 2.79024 -0.1 0.5 0.2
H 5.76286 0.14356 0.61559 -0.2 0.4 -0.2
H 4.06682 -0.27998 0.75774 -0.3 0.3 0.1
H 4.26329 1.94985 -0.72732 -0.2 0.0 -0.1
H 3.72642 3.25412 0.29956 0.0 -0.1 0.1
H 1.21009 4.65547 1.69863 -0.2 0.1 0.2
H 0.82974 4.53331 3.41713 0.2 0.0 0.1
H 2.47464 5.02620 2.83521 -0.1 -0.1 0.4
H 3.05607 1.43980 3.42807 0.2 0.1 0.0
H 1.82024 0.20685 -2.82895 -0.1 0.2 0.2
H 4.50000 0.06554 -1.51725 -0.1 -0.2 0.3
H 3.23952 -1.18943 -1.24147 0.2 0.0 0.0
H 4.48898 -0.24379 -3.87219 -0.2 -0.1 -0.2
H 3.18582 -1.47532 -3.80923 0.1 0.0 0.0
H 4.80796 -1.77306 -3.09811 -0.2 -0.1 -0.1
H -1.06424 -0.99582 -4.03612 -0.2 -0.2 0.2
H -2.31397 1.03523 -4.86713 -0.4 -0.1 0.2
H -3.40214 -0.16382 -5.71876 -0.2 0.4 0.4
H -0.38176 -0.35325 -5.96970 0.0 0.3 -0.1
H -1.44490 0.58689 -7.11286 0.3 0.1 0.2
H -1.67580 -1.12951 -6.87735 0.3 0.0 0.0
H -3.67085 0.85947 1.68291 0.0 0.0 -0.2
H -5.18034 1.20623 0.87683 0.0 -0.1 -0.1
H -4.52489 -0.97468 2.72054 0.3 -0.1 -0.3
H -5.07430 -1.69380 1.20432 0.0 0.1 -0.1
H -7.17362 -1.32581 2.12172 0.0 0.1 0.2
H -6.98075 0.34074 1.66003 0.2 0.0 0.0
H -7.45084 1.87578 3.46220 0.0 0.1 0.2
```
Positions in Å, forces in eV/Å.